Formula: C44H36BF3INO18
Source: the Open Molecules 2025 dataset
Level of theory: wB97M-V/def2-TZVPD

Last column: Löwdin charge in e.
Element x y z (Å)
C1 -1.714 -2.302 0.971  -0.068
N1 -2.201 -1.108 0.246  -0.100
C2 -3.577 -1.345 -0.286  -0.061
B1 -2.365 0.053 1.105  -0.539
O1 -3.142 0.020 2.242  0.191
C3 -1.708 1.482 0.756  -0.368
O2 -2.657 2.480 0.528  0.083
O3 -0.990 1.962 1.964  0.050
C4 -0.276 3.017 1.518  -0.594
O4 0.108 3.921 2.183  0.180
O5 -0.067 2.906 0.184  0.034
C5 -0.539 1.628 -0.203  -0.589
I1 1.078 0.243 0.444  1.158
C6 -0.666 1.364 -1.704  -0.116
C7 -2.022 1.413 -2.404  -0.228
O6 -1.794 0.981 -3.738  0.012
C8 -2.658 2.820 -2.535  -0.529
F1 -2.848 3.173 -3.823  0.138
F2 -3.875 2.867 -1.948  0.128
F3 -1.885 3.776 -1.982  0.142
H1 -2.243 -3.184 0.630  0.086
H2 -0.660 -2.447 0.772  0.032
H3 -1.853 -2.233 2.049  0.092
H4 -4.175 -1.942 0.395  0.092
H5 -3.498 -1.817 -1.260  0.091
H6 -4.093 -0.398 -0.444  0.084
H7 -3.952 0.533 2.186  0.120
H8 -3.081 2.639 1.379  0.133
H9 0.007 2.035 -2.227  0.145
H10 -0.289 0.365 -1.862  0.068
H11 -2.738 0.736 -1.955  0.139
H12 -1.740 0.023 -3.738  0.110
O7 -0.673 8.558 -1.070  0.111
C9 -1.530 7.902 -0.523  -0.382
C10 -1.922 8.166 0.886  0.025
C11 -2.861 7.442 1.489  0.021
C12 -3.560 6.343 0.778  -0.382
O8 -4.412 5.677 1.329  0.096
C13 -3.172 6.082 -0.630  0.015
C14 -2.228 6.799 -1.232  0.024
H13 -1.397 8.971 1.385  0.123
H14 -3.158 7.613 2.516  0.121
H15 -3.688 5.269 -1.124  0.104
H16 -1.921 6.618 -2.254  0.121
O9 -6.048 2.570 -7.253  0.106
C15 -5.584 3.685 -7.346  -0.385
C16 -5.562 4.404 -8.646  0.018
C17 -5.051 5.627 -8.750  0.019
C18 -4.481 6.327 -7.570  -0.387
O10 -4.018 7.442 -7.666  0.108
C19 -4.503 5.608 -6.271  0.023
C20 -5.014 4.385 -6.167  0.020
H17 -5.983 3.874 -9.491  0.121
H18 -5.024 6.170 -9.686  0.121
H19 -4.081 6.136 -5.426  0.120
H20 -5.037 3.843 -5.231  0.112
O11 0.113 2.247 7.165  0.102
C21 0.598 3.312 6.847  -0.386
C22 0.505 3.821 5.457  0.024
C23 1.041 4.989 5.112  0.024
C24 1.752 5.833 6.105  -0.385
O12 2.238 6.899 5.797  0.104
C25 1.845 5.323 7.498  0.016
C26 1.310 4.155 7.842  0.015
H21 -0.017 3.195 4.745  0.109
H22 0.984 5.373 4.102  0.110
H23 2.369 5.955 8.205  0.120
H24 1.365 3.764 8.850  0.119
O13 6.746 -3.317 -2.848  0.111
C27 5.579 -3.004 -2.774  -0.386
C28 5.023 -2.387 -1.543  0.025
C29 3.740 -2.047 -1.459  0.007
C30 2.807 -2.269 -2.595  -0.381
O14 1.637 -1.964 -2.520  0.079
C31 3.365 -2.885 -3.826  0.022
C32 4.648 -3.225 -3.909  0.023
H25 5.721 -2.234 -0.729  0.121
H26 3.316 -1.595 -0.571  0.055
H27 2.668 -3.039 -4.641  0.122
H28 5.075 -3.675 -4.796  0.123
O15 5.647 -6.192 2.996  0.107
C33 4.712 -5.525 2.609  -0.377
C34 3.477 -6.165 2.096  0.030
C35 2.449 -5.441 1.665  0.037
C36 2.495 -3.959 1.685  -0.377
O16 1.562 -3.292 1.290  0.063
C37 3.731 -3.315 2.201  0.017
C38 4.760 -4.040 2.630  0.026
H29 3.464 -7.246 2.083  0.086
H30 1.542 -5.891 1.282  0.127
H31 3.740 -2.232 2.209  0.120
H32 5.670 -3.595 3.012  0.124
O17 4.914 -13.283 3.592  0.114
C39 4.395 -12.372 2.987  -0.385
C40 5.007 -11.019 2.955  0.029
C41 4.436 -10.018 2.292  0.023
C42 3.161 -10.212 1.554  -0.378
O18 2.632 -9.305 0.945  0.092
C43 2.550 -11.565 1.584  0.020
C44 3.121 -12.565 2.247  0.023
H33 5.936 -10.901 3.498  0.125
H34 4.875 -9.027 2.259  0.107
H35 1.623 -11.682 1.039  0.122
H36 2.694 -13.559 2.283  0.123

SMILES: CN(C)B(O)[C@@]1(O)OC(=O)O[C@]1(I)C[C@H](O)C(F)(F)F.O=C1C=CC(=O)C=C1.O=C1C=CC(=O)C=C1.O=C1C=CC(=O)C=C1.O=C1C=CC(=O)C=C1.O=C1C=CC(=O)C=C1.O=C1C=CC(=O)C=C1
Gap between HOMO and LUMO (eV): 7.7